Record 1
Molecular formula: C66H168N8O22
Method: DFT, wB97M-V/def2-TZVPD

Calculated values
HOMO-LUMO gap (spin up / spin down)	8.74 / 4.00	eV
relative energy (zero: lowest compared OMol25 entry of this formula, charge and spin)	628.90	kJ/mol
net charge	+1
spin multiplicity	2

```
264
Properties=species:S:1:pos:R:3:lowdin_charge:R:1
C 2.97 -0.35 -6.77 -0.0571
C 3.18 0.09 -5.38 -0.5124
C 2.46 1.34 -5.02 -0.0496
O 2.89 -1.01 -4.52 -0.0640
H 3.33 -1.37 -6.91 0.0886
H 3.57 0.27 -7.43 0.0865
H 2.02 -0.25 -7.29 0.0804
H 4.25 0.26 -5.20 0.1422
H 2.77 2.09 -5.75 0.0875
H 2.78 1.82 -4.10 0.0553
H 1.38 1.18 -5.06 0.0818
H 3.04 -0.53 -3.70 0.0192
C 0.84 5.11 -4.74 -0.0647
C -0.30 5.61 -5.51 -0.5273
C -1.51 4.63 -5.69 -0.0414
O -0.87 6.77 -4.99 -0.0421
H 1.48 5.97 -4.56 0.0867
H 1.43 4.46 -5.38 0.0864
H 0.60 4.92 -3.69 0.0824
H 0.11 5.88 -6.49 0.1344
H -1.85 4.40 -4.68 0.0608
H -1.53 3.73 -6.31 0.0730
H -2.36 5.25 -5.98 0.0670
H -1.51 7.20 -5.57 0.0965
C 3.25 -7.43 3.96 -0.0374
C 2.06 -6.54 3.66 -0.5316
C 2.31 -5.08 4.01 -0.0562
O 1.77 -6.66 2.32 -0.0253
H 4.13 -7.18 3.37 0.0842
H 2.99 -8.47 3.74 0.0842
H 3.39 -7.34 5.03 0.0833
H 1.14 -6.83 4.16 0.1373
H 2.43 -4.87 5.08 0.0870
H 1.63 -4.38 3.54 0.0412
H 3.27 -4.81 3.56 0.0706
H 1.32 -5.83 2.14 0.0618
C -1.07 -3.54 3.65 -0.0680
C -2.39 -3.78 3.06 -0.4476
C -2.78 -2.56 2.16 -0.0415
O -2.44 -4.86 2.15 -0.0382
H -0.62 -4.52 3.79 0.0780
H -1.10 -2.96 4.57 0.0769
H -0.25 -3.21 3.01 0.0536
H -3.12 -4.03 3.83 0.1450
H -3.68 -2.55 1.55 0.0646
H -2.03 -2.46 1.37 0.0562
H -2.81 -1.62 2.71 0.0763
H -2.64 -4.56 1.26 0.0450
C 0.69 -1.23 6.01 -0.0464
C -0.05 -0.09 5.35 -0.4236
C -1.40 0.28 6.07 -0.0223
O 0.84 1.07 5.27 -0.1059
H 1.77 -1.10 6.06 0.0697
H 0.51 -2.20 5.53 0.0522
H 0.30 -1.26 7.03 0.0808
H -0.25 -0.28 4.30 0.0948
H -2.22 0.60 5.42 0.0632
H -1.36 1.25 6.55 0.0517
H -1.68 -0.52 6.76 0.0755
H 1.39 1.13 6.05 0.0015
C 0.52 -4.32 -6.88 -0.0433
C -0.81 -3.76 -7.42 -0.5125
C -1.57 -3.01 -6.30 -0.0380
O -0.60 -2.85 -8.43 -0.0403
H 0.83 -4.85 -7.78 0.0823
H 0.13 -5.02 -6.14 0.0690
H 1.28 -3.64 -6.51 0.0764
H -1.37 -4.61 -7.80 0.1422
H -1.81 -3.67 -5.47 0.0563
H -2.52 -2.65 -6.71 0.0674
H -0.91 -2.23 -5.92 0.0724
H -0.13 -2.05 -8.18 0.0875
C 7.69 -2.87 -2.31 -0.0808
O 7.13 -2.44 -1.09 -0.2299
C 8.02 -2.45 0.02 -0.2094
C 7.27 -1.99 1.31 -0.1807
N 6.69 -3.05 2.16 -0.0559
C 7.72 -3.74 2.99 -0.1995
C 7.25 -4.45 4.29 -0.1585
O 6.78 -3.40 5.15 -0.1736
C 5.37 -3.24 5.17 -0.1214
H 8.61 -2.30 -2.44 0.0904
H 6.78 -2.76 -2.90 0.0914
H 8.04 -3.89 -2.14 0.0881
H 8.92 -1.86 -0.10 0.1222
H 8.40 -3.43 0.29 0.1096
H 6.50 -1.33 0.89 0.0954
H 7.94 -1.46 1.98 0.1064
H 6.06 -2.67 2.84 0.0475
H 8.64 -3.22 3.26 0.1149
H 7.97 -4.44 2.19 0.1040
H 8.20 -4.71 4.76 0.1238
H 6.48 -5.20 4.16 0.1185
H 4.74 -4.10 5.37 0.0722
H 4.88 -2.72 4.35 0.0565
H 5.10 -2.52 5.95 0.0810
C -5.17 -5.40 -3.89 -0.1088
O -3.99 -5.59 -3.17 -0.2117
C -3.11 -6.67 -3.52 -0.1642
C -1.74 -6.06 -3.23 -0.2526
N -1.55 -6.06 -1.83 -0.0219
C -0.76 -4.80 -1.41 -0.1390
C -1.59 -3.51 -1.41 -0.2164
O -2.73 -3.91 -0.65 -0.2078
C -3.76 -3.04 -1.04 -0.1112
H -5.71 -4.46 -3.78 0.0805
H -5.99 -6.12 -3.81 0.0883
H -4.86 -5.39 -4.93 0.0832
H -3.39 -6.94 -4.53 0.1187
H -3.09 -7.59 -2.94 0.1251
H -1.82 -5.01 -3.52 0.0818
H -0.89 -6.43 -3.79 0.1209
H -2.45 -5.97 -1.37 0.0937
H 0.19 -4.68 -1.93 0.1140
H -0.43 -4.99 -0.39 0.0949
H -1.68 -3.21 -2.45 0.1046
H -1.01 -2.74 -0.89 0.0948
H -3.65 -2.14 -0.44 0.0783
H -4.75 -3.49 -0.97 0.1036
H -3.79 -2.99 -2.13 0.0860
C -2.08 1.04 -3.99 -0.0707
O -1.07 0.02 -4.05 -0.1936
C -0.79 -0.44 -2.72 -0.2100
C -0.21 0.63 -1.85 -0.0750
N 0.04 0.14 -0.46 0.2107
C 0.58 1.02 0.52 -0.1064
C 1.12 0.42 1.82 -0.1915
O 2.46 0.02 1.71 -0.1786
C 2.95 -0.79 2.77 -0.0551
H -2.94 0.72 -3.40 0.0782
H -2.40 0.82 -5.01 0.0925
H -1.78 2.08 -3.85 0.0821
H -0.07 -1.23 -2.91 0.1297
H -1.83 -0.74 -2.55 0.1193
H -0.90 1.43 -1.58 0.1406
H 0.70 0.94 -2.37 0.1519
H 0.31 -0.83 -0.47 0.1145
H -0.10 1.85 0.72 0.1443
H 1.44 1.47 0.01 0.1376
H 0.43 -0.33 2.22 0.1193
H 1.06 1.26 2.51 0.1127
H 3.87 -1.28 2.45 0.0808
H 2.29 -1.63 2.98 0.0807
H 3.15 -0.12 3.61 0.0862
C -9.32 -1.90 -6.82 -0.1180
O -9.54 -1.45 -5.51 -0.2041
C -9.26 0.00 -5.30 -0.1332
C -7.83 0.15 -4.63 -0.2118
N -6.96 0.22 -5.76 -0.1045
C -5.60 -0.27 -5.47 -0.1658
C -4.89 -0.43 -6.94 -0.1271
O -5.56 -1.53 -7.68 -0.1874
C -5.21 -1.55 -9.02 -0.1484
H -9.77 -1.19 -7.51 0.0845
H -9.83 -2.86 -6.89 0.0980
H -8.26 -1.80 -7.06 0.0627
H -10.06 0.28 -4.61 0.1100
H -9.30 0.67 -6.16 0.1190
H -7.57 -0.67 -3.95 0.1110
H -7.77 1.13 -4.17 0.1105
H -7.33 -0.40 -6.47 0.0584
H -5.61 -1.17 -4.85 0.0943
H -5.26 0.45 -4.73 0.0948
H -3.82 -0.60 -6.82 0.0872
H -5.04 0.56 -7.35 0.1133
H -4.36 -0.94 -9.35 0.0874
H -6.02 -1.31 -9.72 0.0843
H -4.94 -2.55 -9.37 0.0839
C 5.50 3.35 0.33 -0.0909
O 5.48 3.16 -1.09 -0.1660
C 4.51 2.19 -1.56 -0.1980
C 4.79 0.74 -1.23 -0.1823
N 3.66 -0.08 -1.65 -0.0525
C 3.97 -1.44 -1.64 -0.2287
C 2.68 -2.25 -1.73 -0.1980
O 1.80 -2.16 -0.61 -0.2296
C 1.95 -3.26 0.43 -0.0132
H 5.91 2.42 0.74 0.0711
H 4.55 3.40 0.87 0.0460
H 6.11 4.22 0.56 0.1009
H 4.31 2.34 -2.62 0.1091
H 3.53 2.43 -1.14 0.1001
H 4.98 0.59 -0.17 0.1106
H 5.71 0.52 -1.77 0.1384
H 2.94 -0.02 -0.94 0.0818
H 4.51 -1.82 -0.77 0.1182
H 4.57 -1.62 -2.53 0.1242
H 2.95 -3.29 -1.92 0.1336
H 2.13 -2.02 -2.64 0.0965
H 2.93 -3.27 0.90 0.0871
H 1.84 -4.29 0.09 0.0791
H 1.13 -3.11 1.14 0.0663
C -5.27 1.23 -0.64 -0.1254
O -4.72 1.40 0.63 -0.2022
C -4.08 2.68 0.78 -0.2200
C -4.03 3.18 2.24 -0.2080
N -5.35 3.76 2.66 -0.0242
C -5.48 4.32 4.09 -0.1755
C -6.39 5.49 4.18 -0.2420
O -7.67 4.99 3.77 -0.2028
C -8.77 5.90 4.11 -0.0798
H -4.57 1.57 -1.40 0.0637
H -6.05 1.99 -0.71 0.0961
H -5.44 0.17 -0.86 0.0896
H -4.63 3.39 0.16 0.1203
H -3.04 2.65 0.47 0.0997
H -3.19 3.86 2.13 0.0982
H -3.61 2.38 2.84 0.1061
H -5.98 3.03 2.35 0.0980
H -4.45 4.58 4.35 0.1098
H -5.70 3.56 4.84 0.1150
H -6.15 6.38 3.59 0.1247
H -6.44 5.72 5.24 0.1181
H -8.88 6.10 5.17 0.0816
H -9.68 5.58 3.58 0.0861
H -8.57 6.89 3.71 0.0740
C 0.50 10.19 1.05 -0.0942
O 0.13 8.94 0.55 -0.1920
C -0.90 8.38 1.28 -0.2554
C -1.28 6.97 0.70 -0.1690
N -0.41 5.87 1.23 -0.0735
C 0.92 5.92 0.69 -0.2031
C 1.82 4.74 1.25 -0.1564
O 2.12 5.05 2.63 -0.1690
C 2.82 4.08 3.29 -0.1412
H 1.00 9.97 1.99 0.0899
H -0.45 10.63 1.34 0.0813
H 1.09 10.89 0.44 0.0962
H -1.83 8.94 1.21 0.1210
H -0.72 8.13 2.32 0.1227
H -1.28 7.14 -0.38 0.1175
H -2.31 6.76 0.98 0.1056
H -0.45 6.12 2.21 0.0896
H 1.35 6.92 0.69 0.1157
H 0.66 5.62 -0.33 0.1127
H 2.74 4.81 0.67 0.1075
H 1.26 3.84 1.00 0.0937
H 3.05 4.46 4.28 0.0956
H 3.75 3.89 2.75 0.0698
H 2.26 3.15 3.43 0.0746
C 6.01 1.28 4.32 -0.0833
O 5.19 0.62 5.29 -0.2028
C 4.28 1.44 6.01 -0.2326
C 3.82 0.78 7.32 -0.1217
N 2.40 1.29 7.59 -0.0760
C 2.29 2.66 8.06 -0.1811
C 0.85 3.09 8.33 -0.2319
O 0.26 2.36 9.34 -0.1908
C -1.14 2.47 9.64 -0.0712
H 6.80 0.63 3.93 0.0826
H 6.47 2.19 4.69 0.0906
H 5.42 1.51 3.43 0.0675
H 3.53 1.80 5.31 0.1023
H 4.74 2.39 6.28 0.1111
H 4.46 1.10 8.14 0.1172
H 3.99 -0.27 7.13 0.1091
H 2.12 0.70 8.36 0.1136
H 2.81 3.30 7.35 0.1187
H 2.87 2.74 8.98 0.1231
H 0.25 3.09 7.41 0.1176
H 0.93 4.10 8.72 0.1244
H -1.56 1.88 10.45 0.0934
H -1.61 2.09 8.74 0.0629
H -1.48 3.50 9.68 0.0870
```

Record 2
Molecular formula: C66H45BCl4N7O2Ru
Method: DFT, wB97M-V/def2-TZVPD

Calculated values
HOMO-LUMO gap (spin up / spin down)	4.70 / 4.78	eV
net charge	+1
spin multiplicity	5

```
126
Properties=species:S:1:pos:R:3:lowdin_charge:R:1
Ru 0.07 -0.01 0.59 1.5090
Cl -2.48 8.98 1.23 0.7001
C -2.00 7.34 0.94 -0.6663
C -1.85 6.47 2.01 -0.0842
C -1.48 5.16 1.77 -0.0012
C -1.24 4.71 0.48 -0.2143
C -1.38 5.61 -0.58 -0.0192
C -1.77 6.91 -0.35 -0.0889
C -0.84 3.30 0.29 -0.0548
C 0.52 3.01 0.20 -0.2335
C 1.56 4.00 0.23 0.0459
C 2.74 3.34 0.31 0.0465
C 2.43 1.93 0.27 -0.2107
C 3.33 0.89 0.32 -0.0398
C 4.69 1.00 0.87 -0.1940
C 4.86 0.31 2.08 -0.0111
C 6.09 0.25 2.69 -0.0827
C 7.18 0.86 2.08 -0.6683
Cl 8.74 0.70 2.79 0.7014
C 7.02 1.56 0.90 -0.0885
C 5.77 1.65 0.30 -0.0179
C 2.96 -0.48 0.10 -0.2408
N 1.76 -1.04 0.43 -0.0280
C 1.93 -2.40 0.33 -0.2460
C 1.02 -3.34 0.89 -0.0396
C 1.55 -4.66 1.21 -0.1758
C 2.82 -4.75 1.80 -0.0219
C 3.34 -5.97 2.18 -0.0802
C 2.60 -7.13 1.98 -0.6642
Cl 3.24 -8.64 2.47 0.7126
C 1.34 -7.06 1.39 -0.0828
C 0.83 -5.84 1.01 -0.0307
C -0.27 -2.98 1.29 -0.2031
C -1.16 -3.81 2.05 0.0325
C -2.30 -3.09 2.26 0.0526
C -2.12 -1.82 1.64 -0.2133
N -0.87 -1.76 1.07 -0.0081
C -3.05 -0.80 1.64 -0.0416
C -2.86 0.48 1.06 -0.2207
C -3.87 1.47 0.95 0.0251
C -3.25 2.63 0.55 0.0265
C -1.87 2.33 0.43 -0.2295
N -1.66 1.00 0.68 -0.0304
C -4.22 -0.95 2.54 -0.2106
C -5.35 -1.71 2.25 -0.0207
C -6.34 -1.86 3.20 -0.0881
C -6.20 -1.27 4.45 -0.6660
Cl -7.42 -1.51 5.66 0.6960
C -5.09 -0.51 4.75 -0.0794
C -4.11 -0.34 3.79 -0.0011
C 3.20 -2.68 -0.20 0.0067
C 3.85 -1.47 -0.32 0.0160
N 1.07 1.76 0.17 -0.0068
H -2.01 6.82 3.01 0.1040
H -1.37 4.47 2.60 0.1185
H -1.19 5.29 -1.60 0.1216
H -1.89 7.60 -1.18 0.1094
H 1.39 5.06 0.21 0.1224
H 3.73 3.74 0.38 0.1175
H 4.00 -0.17 2.53 0.1295
H 6.21 -0.29 3.62 0.1104
H 7.87 2.03 0.44 0.1092
H 5.66 2.17 -0.64 0.1227
H 3.39 -3.85 1.99 0.1207
H 4.31 -6.02 2.65 0.1123
H 0.77 -7.96 1.24 0.1114
H -0.14 -5.79 0.53 0.1223
H -0.94 -4.79 2.42 0.1148
H -3.18 -3.40 2.79 0.1240
H -4.91 1.31 1.13 0.1197
H -3.69 3.59 0.37 0.1200
H -5.45 -2.18 1.29 0.1265
H -7.23 -2.43 2.98 0.1090
H -4.98 -0.05 5.72 0.1086
H -3.22 0.23 4.00 0.0977
H 3.58 -3.65 -0.47 0.1230
H 4.85 -1.29 -0.67 0.1225
N -0.59 0.95 -6.63 0.1690
C -0.70 0.55 -7.93 -0.1894
C -0.80 1.25 -9.12 -0.0201
C -0.92 0.50 -10.27 -0.0799
C -0.94 -0.90 -10.23 -0.0834
C -0.84 -1.61 -9.06 -0.0066
C -0.72 -0.87 -7.87 -0.2230
N -0.61 -1.28 -6.58 0.1895
C -0.54 -0.19 -5.86 -0.2791
C -0.45 -0.15 -4.43 -0.1141
C -0.49 1.06 -3.72 0.0221
C -0.42 1.04 -2.35 -0.1025
N -0.29 -0.08 -1.64 -0.0305
C -0.25 -1.24 -2.30 -0.0951
C -0.33 -1.32 -3.67 0.0286
H -0.54 1.90 -6.32 0.1524
H -0.79 2.33 -9.13 0.1100
H -1.00 1.00 -11.22 0.1053
H -1.03 -1.44 -11.17 0.1038
H -0.85 -2.68 -9.03 0.1131
H -0.58 2.01 -4.22 0.1097
H -0.47 1.97 -1.80 0.0925
H -0.17 -2.14 -1.70 0.1084
H -0.31 -2.27 -4.18 0.1201
C -0.76 6.15 6.80 -0.0593
C 0.43 5.43 6.14 -0.5551
C 1.08 6.41 5.15 -0.0422
C 1.44 5.06 7.24 -0.0362
C 0.00 4.15 5.44 -0.1709
C -1.25 3.58 5.67 -0.0185
C -1.67 2.41 5.05 0.0270
C -0.80 1.81 4.17 -0.1878
O -0.96 0.74 3.34 0.1316
B 0.18 0.66 2.56 -0.4980
O 1.08 1.64 2.95 0.1514
C 0.46 2.37 3.93 -0.1765
C 0.88 3.52 4.56 0.0687
H -0.47 7.16 7.09 0.0868
H -1.08 5.63 7.70 0.0865
H -1.60 6.23 6.12 0.0821
H 1.28 7.35 5.66 0.0875
H 0.42 6.61 4.31 0.0781
H 2.02 6.03 4.78 0.0745
H 1.71 5.95 7.81 0.0891
H 2.34 4.64 6.80 0.0827
H 1.01 4.33 7.92 0.0908
H -1.94 4.05 6.34 0.1054
H -2.65 2.02 5.25 0.1102
H 1.87 3.91 4.36 0.1274
```